Entry 1:
Molecular formula: C2H6N2O2
Method: DFT, ωB97M-V with the def2-TZVPD basis set

Last column: Löwdin charge in e.
Atoms and positions in Å:
O1 -1.946 1.503 -1.990  -0.0080
C1 -1.447 1.666 -0.878  -0.4213
N1 -1.822 1.054 0.282  0.0948
H1 -0.580 2.334 -0.661  0.1290
H2 -2.582 0.370 0.272  0.1092
H3 -1.193 1.109 1.087  0.0990
O2 1.749 -0.045 -0.586  0.0164
C2 1.265 -1.043 -0.154  -0.4885
N2 1.952 -1.762 0.708  0.1078
H4 0.210 -1.357 -0.342  0.1316
H5 1.569 -2.522 1.276  0.1092
H6 2.825 -1.306 0.986  0.1208

As for the SMILES: NC=O.NC=O. The calculation puts the LUMO energy at 0.7 eV. The spin multiplicity is 1.

---

Entry 2:
Molecular formula: C26H24DyF5NOP2S
Method: DFT, ωB97M-V with the def2-TZVPD basis set

Last column: Löwdin spin population.
Atoms and positions in Å:
C1 -0.151 0.449 -5.026  -0.0002
C2 -0.559 0.833 -3.751  0.0006
C3 -1.389 -0.067 -3.018  -0.0046
C4 -1.892 -1.213 -3.624  0.0013
C5 -1.449 -1.589 -4.890  -0.0003
C6 -0.566 -0.763 -5.584  0.0016
C7 -2.771 -2.137 -2.786  0.0006
C8 -3.540 -1.364 -1.722  0.0034
C9 -2.943 -0.225 -1.192  -0.0017
C10 -3.600 0.533 -0.190  0.0037
C11 -4.790 0.035 0.338  -0.0006
C12 -5.336 -1.165 -0.127  0.0042
C13 -4.715 -1.864 -1.163  -0.0007
H1 0.509 1.114 -5.590  0.0000
H2 -1.800 -2.535 -5.309  -0.0001
H3 -0.212 -1.053 -6.572  0.0001
H4 -3.492 -2.625 -3.451  0.0001
H5 -5.289 0.599 1.129  -0.0001
H6 -6.255 -1.550 0.313  0.0002
H7 -5.126 -2.799 -1.552  -0.0001
N1 -1.632 0.109 -1.622  -0.0045
Dy1 0.045 -0.107 -0.490  5.0548
C14 -0.106 2.157 -3.154  0.0021
H8 -0.942 2.683 -2.664  0.0001
H9 0.322 2.804 -3.934  0.0001
C15 -3.006 1.838 0.297  0.0019
H10 -2.816 2.525 -0.544  0.0002
H11 -3.670 2.327 1.025  0.0000
P1 1.234 1.946 -1.872  -0.0116
P2 -1.387 1.590 1.159  -0.0073
C16 -1.956 0.852 2.724  -0.0005
H12 -1.101 0.721 3.399  0.0000
H13 -2.699 1.516 3.187  -0.0001
H14 -2.409 -0.128 2.533  0.0000
C17 -0.973 3.282 1.684  -0.0008
H15 -1.891 3.795 2.005  -0.0002
H16 -0.262 3.238 2.519  -0.0001
H17 -0.510 3.834 0.857  0.0000
C18 2.701 1.708 -2.920  -0.0007
H18 3.080 2.680 -3.264  -0.0001
H19 3.469 1.215 -2.308  0.0000
H20 2.473 1.066 -3.780  0.0000
C19 1.441 3.651 -1.266  -0.0015
H21 1.739 3.604 -0.210  -0.0001
H22 2.230 4.150 -1.845  -0.0002
H23 0.503 4.216 -1.347  -0.0001
C20 -1.923 -3.084 -2.091  0.0002
O1 -0.958 -2.863 -1.383  -0.0047
H24 -2.481 -3.953 -2.446  -0.0002
F1 1.762 -4.222 4.726  0.0000
C21 1.656 -3.069 4.036  0.0002
C22 1.330 -3.094 2.674  -0.0001
F2 1.091 -4.265 2.039  0.0000
C23 1.236 -1.898 1.994  -0.0009
F3 0.755 -1.950 0.655  -0.0133
C24 1.482 -0.651 2.585  -0.0008
S1 1.443 0.843 1.694  -0.0185
C25 1.758 -0.657 3.973  -0.0002
F4 1.882 0.531 4.609  -0.0005
C26 1.855 -1.845 4.686  0.0000
F5 2.130 -1.824 6.009  0.0000

Its charge is +1. Its expectation value of S² is 9.348. The calculation puts the LUMO energy (spin up / spin down) at -3.4 / -3.2 eV. The spin multiplicity is 6.

---

Entry 3:
Molecular formula: C4H6S
Method: DFT, ωB97M-V with the def2-TZVPD basis set

Last column: Löwdin charge in e.
Atoms and positions in Å:
C1 -0.236 0.208 1.225  -0.5160
C2 0.480 0.782 0.220  -0.3393
C3 0.018 0.107 -1.135  -0.2112
C4 -0.670 -0.964 -0.978  -0.4799
H1 -1.038 0.893 1.677  0.1110
H2 0.701 -0.447 1.820  0.1502
H3 0.525 1.838 0.167  0.0934
H4 1.598 0.492 0.141  0.1348
H5 0.675 0.256 -2.054  0.1233
H6 -0.970 -1.810 -1.801  0.1279
S1 -1.083 -1.355 0.717  0.8058

As for the SMILES: C1=CSCC1. The calculation puts the LUMO energy at 0.9 eV. The spin multiplicity is 1.

---

Entry 4:
Molecular formula: C4H6N2
Method: DFT, ωB97M-V with the def2-TZVPD basis set

Last column: Löwdin charge in e.
Atoms and positions in Å:
C1 -1.615 -0.209 0.000  -0.0175
N1 0.638 -1.193 0.436  0.0719
C2 -0.156 -0.123 0.258  -0.3587
C3 1.718 0.639 -0.357  -0.1984
C4 0.634 1.099 0.328  -0.0606
N2 1.534 -0.684 -0.680  -0.0138
H1 0.245 -2.094 0.175  0.1251
H2 2.627 1.136 -0.665  0.1022
H3 0.365 2.069 0.705  0.0846
H4 -2.044 -1.168 0.298  0.0793
H5 -1.807 -0.038 -1.062  0.0988
H6 -2.140 0.567 0.563  0.0872

As for the SMILES: Cc1ccn[nH]1. The calculation puts the LUMO energy at 0.5 eV. The spin multiplicity is 1.